(1)
Formula: C17H41INO6S6
Source: the OMol25 dataset
Level of theory: ωB97M-V/def2-TZVPD

Output
HOMO-LUMO gap: 5.87 eV
net charge: +1
E_HOMO: -9.86 eV

Geometry (Å):
1 I 10.147 1.763 -2.208
2 C 8.151 2.218 -2.035
3 C 7.153 1.277 -1.866
4 C 5.834 1.708 -1.743
5 C 5.531 3.070 -1.815
6 C 6.554 3.969 -2.000
7 N 7.825 3.529 -2.095
8 H 7.401 0.228 -1.835
9 H 5.052 0.980 -1.592
10 H 4.517 3.429 -1.732
11 H 6.393 5.032 -2.075
12 H 8.568 4.214 -2.225
13 C 12.785 4.611 -3.333
14 S 11.877 6.156 -3.331
15 O 10.436 5.759 -3.395
16 C 12.354 6.689 -4.974
17 H 12.538 4.123 -2.392
18 H 12.446 4.001 -4.171
19 H 13.861 4.773 -3.387
20 H 12.064 5.931 -5.701
21 H 13.430 6.857 -4.997
22 H 11.833 7.621 -5.180
23 C 3.340 -0.400 1.014
24 S 2.903 -1.786 -0.045
25 O 3.488 -1.474 -1.386
26 C 1.155 -1.423 -0.117
27 H 4.419 -0.420 1.159
28 H 3.039 0.530 0.531
29 H 2.842 -0.505 1.978
30 H 1.007 -0.423 -0.524
31 H 0.729 -1.498 0.881
32 H 0.677 -2.159 -0.758
33 C -1.853 -1.639 2.736
34 S -2.317 -3.014 1.682
35 O -1.738 -2.730 0.334
36 C -4.060 -2.620 1.588
37 H -0.777 -1.676 2.886
38 H -2.121 -0.698 2.260
39 H -2.352 -1.732 3.700
40 H -4.187 -1.616 1.184
41 H -4.508 -2.689 2.578
42 H -4.537 -3.341 0.931
43 C -8.697 -0.747 -0.168
44 S -8.143 -2.405 0.230
45 O -7.102 -2.276 1.288
46 C -7.285 -2.700 -1.318
47 H -9.228 -0.361 0.699
48 H -7.832 -0.120 -0.386
49 H -9.370 -0.789 -1.024
50 H -6.517 -1.939 -1.457
51 H -8.005 -2.682 -2.136
52 H -6.824 -3.684 -1.258
53 C -8.826 -6.173 -0.441
54 S -10.477 -6.378 -1.113
55 O -10.862 -5.055 -1.672
56 C -11.306 -6.537 0.472
57 H -8.151 -6.004 -1.278
58 H -8.821 -5.309 0.224
59 H -8.519 -7.072 0.093
60 H -11.108 -5.650 1.074
61 H -10.952 -7.435 0.978
62 H -12.373 -6.623 0.276
63 C -2.807 2.834 3.768
64 S -1.202 2.356 4.415
65 O -0.909 1.002 3.868
66 C -1.738 2.121 6.111
67 H -2.698 2.983 2.696
68 H -3.527 2.039 3.961
69 H -3.124 3.765 4.237
70 H -2.534 1.377 6.139
71 H -2.084 3.071 6.516
72 H -0.881 1.769 6.681


(2)
Formula: C17H41N4OSiV
Source: the OMol25 dataset
Level of theory: ωB97M-V/def2-TZVPD

Output
HOMO-LUMO gap (spin up / spin down): 5.32 / 5.45 eV
E_HOMO (spin up / spin down): -5.76 / -5.80 eV

Geometry (Å):
1 V 0.294 0.182 0.160
2 N -1.462 0.146 -0.325
3 N 0.452 2.022 0.362
4 N 0.605 -1.511 -1.188
5 N 1.925 0.190 -0.895
6 H -1.676 2.087 -1.102
7 C -2.289 1.261 -0.732
8 H -2.901 1.619 0.115
9 H -2.948 0.943 -1.552
10 H -2.508 -1.521 -1.078
11 C -2.159 -1.106 -0.116
12 H -3.023 -0.956 0.552
13 H -1.476 -1.833 0.347
14 C 0.516 3.327 -0.265
15 H 1.552 3.711 -0.279
16 H 0.186 3.258 -1.311
17 H -0.140 4.057 0.245
18 H 1.567 1.628 2.152
19 C 0.583 1.599 1.674
20 H -0.255 1.813 2.350
21 H -0.362 -0.578 2.972
22 C 0.121 -2.803 -1.677
23 H -0.946 -2.681 -1.944
24 C 0.170 -3.906 -0.621
25 H -0.417 -3.694 0.277
26 H -0.226 -4.843 -1.039
27 H 1.203 -4.123 -0.320
28 C 0.874 -3.288 -2.896
29 H 0.410 -4.214 -3.254
30 H 0.846 -2.562 -3.712
31 H 1.917 -3.522 -2.650
32 H 5.195 0.605 -1.773
33 C 4.244 0.067 -1.823
34 H 4.456 -0.967 -1.532
35 H 3.915 0.087 -2.861
36 C 3.283 0.752 -0.875
37 H 3.184 1.813 -1.165
38 C 3.856 0.708 0.536
39 H 3.330 1.342 1.259
40 H 3.878 -0.321 0.929
41 H 4.897 1.052 0.497
42 H 2.099 -1.105 -2.629
43 C 1.488 -0.736 -1.806
44 C -0.902 1.994 -4.353
45 H -1.469 1.126 -4.668
46 H -1.386 2.955 -4.616
47 C 0.229 1.832 -3.572
48 H 0.725 2.698 -3.090
49 C 0.810 0.528 -3.415
50 H 0.078 -0.283 -3.532
51 H 1.787 0.371 -3.901
52 C -2.679 1.636 3.735
53 Si -2.258 -0.162 4.100
54 C -1.277 -0.340 5.679
55 C -3.803 -1.207 4.088
56 O -1.316 -0.735 2.838
57 H -3.437 1.992 4.449
58 H -3.091 1.755 2.723
59 H -1.806 2.297 3.825
60 H -1.936 -0.253 6.553
61 H -0.782 -1.321 5.732
62 H -0.500 0.432 5.770
63 H -4.433 -0.979 3.218
64 H -3.555 -2.276 4.050
65 H -4.405 -1.033 4.990


(3)
Formula: C17H41NO15S5
Source: the OMol25 dataset
Level of theory: ωB97M-V/def2-TZVPD

Output
SMILES: NCC[C@H]1OC(=O)O[C@@H]1S.CCOS(C)(=O)=O.CCOS(C)(=O)=O.CCOS(C)(=O)=O.CCOS(C)(=O)=O
relative energy (zero: lowest compared OMol25 entry of this formula, charge and spin): 81.6 kJ/mol
HOMO-LUMO gap: 10.00 eV
E_HOMO: -9.62 eV

Geometry (Å):
1 N 5.294 0.846 -1.673
2 C 5.676 1.302 -0.318
3 C 4.856 2.530 0.100
4 C 5.500 3.453 1.152
5 O 4.763 3.368 2.406
6 C 5.627 2.745 3.269
7 O 5.427 1.883 3.981
8 O 6.828 3.405 3.027
9 C 6.953 3.206 1.598
10 S 8.226 4.261 0.876
11 H 4.470 0.251 -1.627
12 H 6.065 0.258 -1.975
13 H 5.518 0.491 0.410
14 H 6.753 1.492 -0.364
15 H 3.909 2.179 0.519
16 H 4.575 3.106 -0.786
17 H 5.368 4.500 0.865
18 H 7.271 2.159 1.557
19 H 8.855 3.392 0.049
20 O 2.771 -3.857 -2.655
21 S 2.567 -2.516 -3.107
22 O 2.726 -1.404 -2.219
23 O 1.143 -2.417 -3.813
24 C -0.014 -2.865 -3.078
25 C -0.449 -1.854 -2.037
26 C 3.544 -2.235 -4.547
27 H 0.173 -3.841 -2.626
28 H -0.813 -2.993 -3.807
29 H 0.290 -1.766 -1.239
30 H -1.397 -2.155 -1.590
31 H -0.562 -0.866 -2.484
32 H 3.389 -3.055 -5.243
33 H 4.585 -2.196 -4.234
34 H 3.251 -1.286 -4.989
35 O 5.168 7.133 8.018
36 S 3.950 6.427 8.271
37 O 3.774 5.660 9.464
38 O 3.615 5.510 7.009
39 C 4.625 4.596 6.547
40 C 4.721 3.365 7.428
41 C 2.589 7.534 8.100
42 H 5.590 5.100 6.467
43 H 4.330 4.296 5.541
44 H 5.098 3.619 8.418
45 H 5.395 2.633 6.984
46 H 3.738 2.911 7.561
47 H 2.697 8.084 7.169
48 H 2.615 8.216 8.947
49 H 1.666 6.959 8.109
50 O -3.269 -5.889 -4.856
51 S -3.487 -4.547 -5.299
52 O -3.333 -3.433 -4.412
53 O -4.913 -4.457 -6.004
54 C -6.064 -4.918 -5.270
55 C -6.509 -3.919 -4.221
56 C -2.515 -4.253 -6.741
57 H -5.862 -5.895 -4.826
58 H -6.856 -5.055 -6.005
59 H -5.773 -3.828 -3.424
60 H -7.452 -4.230 -3.771
61 H -6.635 -2.929 -4.661
62 H -2.665 -5.072 -7.439
63 H -1.473 -4.207 -6.430
64 H -2.817 -3.305 -7.180
65 O -7.024 -2.642 -1.373
66 S -7.100 -1.700 -0.298
67 O -6.599 -2.020 1.001
68 O -8.609 -1.193 -0.165
69 C -9.644 -2.181 -0.028
70 C -9.703 -2.756 1.375
71 C -6.401 -0.169 -0.818
72 H -9.517 -2.968 -0.773
73 H -10.580 -1.671 -0.253
74 H -8.815 -3.346 1.596
75 H -10.576 -3.401 1.485
76 H -9.755 -1.957 2.116
77 H -6.817 0.099 -1.786
78 H -5.325 -0.311 -0.896
79 H -6.625 0.590 -0.073


(4)
Formula: C17H42BCl2F4NO7
Source: the OMol25 dataset
Level of theory: ωB97M-V/def2-TZVPD

Output
HOMO-LUMO gap: 8.82 eV
E_HOMO: -8.93 eV

Geometry (Å):
1 N 0.235 1.650 1.793
2 H 1.023 2.028 2.299
3 H -0.399 2.343 1.421
4 H -0.245 1.083 2.478
5 H 0.529 1.063 1.026
6 B 0.146 0.010 -0.852
7 F 1.351 0.389 -0.492
8 F 0.173 -1.150 -1.591
9 F -0.628 -0.247 0.270
10 F -0.257 1.120 -1.554
11 C -4.582 1.937 2.374
12 C -4.239 3.075 3.231
13 C -2.759 3.151 3.237
14 O -2.391 2.558 1.998
15 C -3.242 1.478 1.740
16 H -5.335 2.023 1.591
17 H -4.748 1.118 3.074
18 H -4.684 3.004 4.224
19 H -4.587 4.061 2.923
20 H -2.403 2.453 3.995
21 H -2.347 4.160 3.223
22 H -2.747 0.602 2.159
23 H -3.321 1.365 0.659
24 C -0.982 -1.261 5.614
25 C -1.362 -2.229 4.538
26 C -0.543 -1.602 3.364
27 O -0.483 -0.189 3.593
28 C -0.893 0.086 4.975
29 H -0.060 -1.701 5.994
30 H -1.736 -1.319 6.399
31 H -2.440 -2.099 4.446
32 H -1.037 -3.259 4.685
33 H -0.971 -1.754 2.373
34 H 0.459 -2.030 3.335
35 H -1.868 0.573 5.017
36 H -0.179 0.748 5.464
37 C 6.887 0.585 -1.993
38 C 5.683 0.745 -1.076
39 C 4.457 0.453 -1.946
40 O 4.921 -0.044 -3.216
41 C 6.280 0.378 -3.442
42 H 7.537 -0.272 -1.817
43 H 7.665 1.345 -2.053
44 H 5.651 1.709 -0.568
45 H 5.796 0.055 -0.240
46 H 3.906 1.373 -2.142
47 H 3.726 -0.242 -1.531
48 H 6.133 1.307 -3.994
49 H 6.917 -0.394 -3.872
50 C 0.810 -1.064 -4.602
51 C 1.193 0.463 -4.502
52 O 0.196 1.384 -4.091
53 O 0.618 -1.438 -5.900
54 H 0.015 -1.292 -3.892
55 H 1.581 -1.700 -4.166
56 H 1.714 0.772 -5.408
57 H 1.967 0.490 -3.735
58 H 0.158 1.374 -3.132
59 H 0.213 -2.308 -5.880
60 C -2.906 -1.227 -2.874
61 C -4.235 -1.830 -3.483
62 O -5.157 -2.585 -2.660
63 O -3.157 -0.265 -1.883
64 H -2.305 -0.691 -3.609
65 H -2.216 -2.005 -2.545
66 H -3.824 -2.601 -4.136
67 H -4.727 -1.161 -4.189
68 H -5.949 -2.075 -2.475
69 H -2.291 0.063 -1.628
70 C 1.921 -2.497 0.612
71 Cl 1.909 -3.952 1.739
72 Cl 3.446 -1.627 0.895
73 H 1.846 -2.716 -0.453
74 H 1.174 -1.745 0.865